No. 1
ORCA calculation (ωB97M-V with the def2-TZVPD basis set) on a molecular structure, C31H27BrF5N4O3SW in a non-equilibrium geometry.

Computed properties:
E: -140950.808 eV
total charge: +3

The geometry in XYZ format:
```
73
Properties=species:S:1:pos:R:3:forces:R:3:lowdin_charge:R:1
W 0.042 -0.473 1.228 1.2 0.7 -0.7 1.603
C -2.679 -2.590 1.153 -0.1 1.2 -0.7 0.053
O -2.149 -1.176 1.177 -1.1 -0.8 0.3 -0.242
C -3.069 -0.131 0.807 1.0 -1.3 0.4 -0.201
C -4.408 -0.252 0.535 -0.9 1.3 -1.3 0.003
C -5.077 0.919 0.021 -0.4 -1.3 0.4 -0.611
Br -6.867 0.763 -0.589 0.6 0.0 0.3 0.854
C -4.453 2.159 -0.015 -0.8 0.2 1.1 -0.060
C -3.160 2.226 0.420 2.4 1.6 0.0 -0.070
C -2.429 1.071 0.740 1.6 1.7 0.2 -0.195
O -1.025 1.112 1.071 -1.9 -0.4 -0.5 -0.296
C -2.529 3.641 0.405 -1.1 -2.2 1.1 -0.147
N -2.685 4.619 1.190 -2.2 -1.9 0.3 0.267
C -1.895 5.648 0.784 1.6 0.6 -0.2 -0.215
C -1.679 6.918 1.255 -1.2 1.3 1.4 0.029
C -0.756 7.694 0.606 0.5 1.9 2.1 -0.040
C 0.018 7.256 -0.445 0.8 2.4 0.4 -0.055
C -0.084 5.984 -0.829 -0.5 -4.2 -2.9 0.001
C -1.064 5.203 -0.204 2.1 2.0 -0.9 -0.175
N -1.406 3.862 -0.539 1.3 -1.3 1.8 0.219
H -1.914 -3.290 1.423 0.6 0.1 0.7 0.073
H -2.903 -2.832 0.133 -0.3 0.1 -0.7 0.104
H -3.584 -2.676 1.738 0.1 0.1 0.4 0.112
H -4.948 -1.183 0.594 -0.1 -0.1 0.0 0.120
H -4.947 3.144 -0.087 -0.2 -1.0 -0.6 0.151
H -1.538 3.813 -1.519 -0.7 -0.6 -1.4 0.190
H -2.203 7.411 2.102 0.1 -0.9 -0.6 0.152
H -0.528 8.677 1.131 -0.4 -1.1 -1.3 0.158
H 0.693 8.007 -0.841 0.2 -0.5 -0.4 0.137
H 0.396 5.457 -1.745 -0.2 1.5 1.7 0.163
H -0.716 3.103 -0.219 -0.5 1.2 -0.7 0.206
C 0.168 -4.510 3.608 -0.5 0.0 1.3 0.020
N 1.392 -3.745 3.370 0.0 -1.2 0.0 -0.111
C 2.636 -4.584 3.565 -0.9 0.4 0.7 0.059
C 1.457 -2.557 2.903 1.1 -0.4 0.1 -0.247
O 0.424 -1.821 2.600 -0.1 -0.4 0.2 -0.230
H -0.722 -3.918 3.411 0.1 0.2 0.2 0.081
H 0.187 -4.849 4.695 -0.2 0.3 -1.5 0.148
H 0.129 -5.358 2.932 0.3 -0.3 0.1 0.113
H 2.862 -5.116 2.656 -0.1 -0.2 -0.3 0.103
H 2.423 -5.283 4.392 0.2 0.3 -0.5 0.121
H 3.452 -3.946 3.849 0.4 0.3 0.1 0.104
H 2.514 -2.251 2.755 -0.8 0.7 -0.1 0.162
F 5.090 0.701 -3.630 -0.3 0.6 -0.1 0.195
C 4.423 0.724 -2.504 -1.3 0.7 0.4 -0.093
C 3.439 1.714 -2.166 1.3 -0.9 -2.8 -0.083
F 3.034 2.627 -3.086 0.7 -0.7 1.1 0.126
C 2.732 1.527 -1.029 -1.5 1.6 -0.2 -0.260
F 1.737 2.429 -0.806 0.0 -0.3 0.2 0.053
C 2.928 0.494 -0.172 0.2 -0.8 2.3 -0.428
S 2.127 0.528 1.476 -0.3 -0.2 -1.0 0.791
C 3.949 -0.402 -0.436 0.4 -0.2 -0.7 -0.232
F 4.329 -1.317 0.442 -0.3 -0.4 0.4 0.111
C 4.622 -0.355 -1.653 -0.1 1.1 -0.4 -0.136
F 5.477 -1.247 -2.092 0.2 -0.6 0.7 0.181
C 1.859 -3.478 0.019 -0.1 -1.8 -0.8 -0.027
C 1.204 -3.144 -1.334 1.6 -1.2 1.0 -0.154
C 1.335 -3.998 -2.442 -0.7 1.2 0.9 0.019
C 0.647 -3.564 -3.575 0.3 -1.5 -1.5 -0.027
C -0.018 -2.374 -3.695 -0.3 1.7 1.6 0.000
C -0.118 -1.506 -2.571 -1.5 0.3 -2.6 -0.143
C -1.046 -0.253 -2.666 0.3 -1.5 -1.1 0.001
C 0.449 -1.950 -1.390 0.8 -0.5 -1.5 -0.301
N 0.346 -1.189 -0.314 -0.7 0.6 2.2 -0.092
H 1.074 -3.969 0.623 0.2 0.0 -0.1 0.084
H 2.245 -2.658 0.614 0.2 0.3 -0.5 0.023
H 2.673 -4.251 -0.118 -0.9 1.0 0.1 0.124
H 1.888 -4.952 -2.464 -0.3 0.7 0.3 0.144
H 0.624 -4.225 -4.458 0.2 0.3 0.5 0.141
H -0.488 -2.075 -4.621 0.0 -0.1 -0.1 0.128
H -1.664 -0.374 -3.599 0.7 0.2 0.9 0.107
H -0.532 0.719 -2.738 -0.1 -0.4 0.3 0.084
H -1.739 -0.330 -1.836 -0.1 0.5 0.3 0.055
```
Positions in Å, forces in eV/Å.


No. 2
ORCA calculation (ωB97M-V with the def2-TZVPD basis set) on a molecular structure, C31H27Cl2CoN9O4S.

Computed properties:
expectation value of S²: 0.75
E: -127691.508 eV
spin multiplicity: 2
total charge: 0

The geometry in XYZ format:
```
75
Properties=species:S:1:pos:R:3:forces:R:3:mulliken_spin:R:1
Co 0.201 0.910 0.238 0.3 0.6 0.6 -0.008
C 0.569 3.827 -2.944 0.0 0.0 0.0 0.000
O -0.788 3.765 -2.420 0.0 -0.1 -0.1 0.000
C -0.731 2.890 -1.413 0.0 0.0 0.0 0.000
N 0.373 2.270 -1.193 0.1 0.1 0.0 -0.002
C 1.317 2.663 -2.251 0.0 0.0 0.0 0.000
C 2.693 3.069 -1.797 0.0 0.0 0.0 0.000
C 2.881 3.834 -0.653 0.0 0.0 0.0 0.000
C 4.148 4.291 -0.328 0.0 0.0 0.0 0.000
C 5.234 3.980 -1.134 0.0 0.0 0.0 0.000
C 5.052 3.203 -2.268 0.0 0.0 0.0 0.000
C 3.783 2.751 -2.598 0.0 0.0 0.0 0.000
C -1.890 2.517 -0.621 0.1 -0.1 0.0 0.005
C -3.210 2.909 -0.754 0.0 0.1 0.0 -0.001
C -4.172 2.272 0.020 0.0 0.0 0.0 0.002
C -3.790 1.248 0.886 0.0 0.1 0.0 -0.001
C -2.454 0.920 0.972 0.1 0.0 0.0 0.004
N -1.510 1.555 0.245 -0.1 -0.4 -0.3 0.003
C -1.808 -0.142 1.728 0.0 0.0 0.0 -0.001
N -0.536 -0.281 1.624 0.0 -0.1 0.0 -0.005
C -0.160 -1.304 2.628 0.0 0.0 0.0 0.001
C -1.509 -1.989 2.876 0.0 0.0 0.0 0.001
O -2.483 -0.961 2.534 0.0 0.0 0.0 0.000
C 0.942 -2.316 2.395 0.0 -0.1 0.0 0.006
C 1.366 -2.860 1.184 -0.1 0.0 0.0 0.014
C 2.279 -3.907 1.160 0.1 0.0 0.0 0.021
C 2.787 -4.424 2.336 0.0 0.0 0.0 0.004
C 2.399 -3.881 3.551 0.0 0.0 0.0 -0.003
C 1.493 -2.838 3.566 0.0 0.0 0.0 0.003
H 0.989 4.794 -2.673 0.0 0.0 0.0 0.000
H 0.514 3.736 -4.026 0.0 0.0 0.0 0.000
H 1.429 1.807 -2.926 0.0 0.0 0.0 0.000
H 2.041 4.054 -0.005 0.0 0.0 0.0 0.000
H 4.291 4.878 0.569 0.0 0.0 0.0 0.000
H 6.222 4.330 -0.868 0.0 0.0 0.0 0.000
H 5.897 2.941 -2.891 0.0 0.0 0.0 0.000
H 3.641 2.135 -3.478 0.0 0.0 0.0 0.000
H -3.473 3.686 -1.459 0.0 0.0 0.0 0.000
H -5.211 2.555 -0.062 0.0 0.0 0.0 0.000
H -4.517 0.707 1.475 0.0 0.0 0.0 0.000
H 0.134 -0.745 3.521 0.0 0.0 0.0 0.000
H -1.671 -2.285 3.907 0.0 0.0 0.0 0.000
H -1.661 -2.833 2.200 0.0 0.0 0.0 -0.001
H 0.869 -1.320 -0.141 0.2 0.0 0.0 -0.013
H 2.603 -4.295 0.206 0.0 0.0 0.0 0.020
H 3.505 -5.233 2.299 0.0 0.0 0.0 0.000
H 2.808 -4.255 4.479 0.0 0.0 0.0 0.000
H 1.200 -2.403 4.515 0.0 0.0 0.0 0.001
Cl 2.629 0.371 4.183 0.0 0.0 -0.1 0.000
C 2.556 1.179 2.601 0.0 0.0 0.1 0.001
Cl 3.743 2.503 2.571 0.0 0.0 -0.1 0.000
C 2.831 0.202 1.419 0.1 0.1 0.2 -0.002
O 3.742 -0.591 1.503 -0.1 0.1 0.0 0.000
O 2.042 0.389 0.424 -0.2 -0.1 -0.4 -0.003
H 1.575 1.634 2.510 0.0 0.0 0.0 0.000
N 0.906 -2.329 -0.055 -0.2 0.0 -0.1 -0.054
C 0.526 -3.021 -1.105 -0.1 0.1 0.0 0.771
N 0.394 -4.267 -1.257 0.1 -0.2 0.2 0.233
C -0.024 -4.932 -2.318 0.0 0.1 -0.1 -0.044
N -0.372 -5.597 -3.197 0.0 0.0 0.0 0.034
C -5.360 -2.152 0.287 0.0 0.0 0.0 0.000
C -4.296 -2.896 -0.520 0.0 0.0 0.0 -0.001
C -3.341 -1.969 -1.200 0.0 0.0 0.0 0.001
N -2.158 -1.715 -0.770 0.1 0.1 -0.1 0.007
N -1.461 -0.815 -1.546 -0.2 -0.2 0.0 -0.020
C -2.158 -0.415 -2.560 0.1 0.1 0.0 0.023
N -1.666 0.431 -3.513 0.0 0.0 -0.1 -0.001
S -3.745 -1.097 -2.654 0.0 0.0 0.0 0.002
H -6.051 -2.857 0.749 0.0 0.0 0.0 0.000
H -5.941 -1.480 -0.347 0.0 0.0 0.0 0.000
H -4.894 -1.563 1.077 0.0 0.0 0.0 0.000
H -4.764 -3.544 -1.263 0.0 0.0 0.0 0.000
H -3.697 -3.533 0.132 0.0 0.0 0.0 0.000
H -0.796 0.881 -3.282 0.0 0.0 0.0 -0.001
H -2.306 0.954 -4.082 0.0 0.0 0.0 0.000
```
Positions in Å, forces in eV/Å.


Q: Which of these has the lowest E?
A: C31H27BrF5N4O3SW


Q: Which of these has the highest total charge?
A: C31H27BrF5N4O3SW


Q: Which value of E does entry 2 give?
A: -127691.508 eV